{
  "formula": "C36H45F27O18",
  "method": "ωB97M-V with the def2-TZVPD basis set",
  "symbols": ["C", "C", "O", "C", "O", "C", "F", "F", "F", "H", "H", "H", "H", "H", "C", "C", "O", "C", "O", "C", "F", "F", "F", "H", "H", "H", "H", "H", "C", "C", "O", "C", "O", "C", "F", "F", "F", "H", "H", "H", "H", "H", "C", "C", "O", "C", "O", "C", "F", "F", "F", "H", "H", "H", "H", "H", "C", "C", "O", "C", "O", "C", "F", "F", "F", "H", "H", "H", "H", "H", "C", "C", "O", "C", "O", "C", "F", "F", "F", "H", "H", "H", "H", "H", "C", "C", "O", "C", "O", "C", "F", "F", "F", "H", "H", "H", "H", "H", "C", "C", "O", "C", "O", "C", "F", "F", "F", "H", "H", "H", "H", "H", "C", "C", "O", "C", "O", "C", "F", "F", "F", "H", "H", "H", "H", "H"],
  "positions_angstrom": [[2.049580, -2.020271, -0.552943], [2.555891, -0.601502, -0.849064], [1.361366, 0.211725, -1.059125], [1.643786, 1.491745, -1.410945], [2.678139, 2.072037, -1.644870], [0.277997, 2.225217, -1.431117], [0.373013, 3.122882, -2.430494], [-0.818384, 1.498310, -1.681859], [0.056048, 2.943704, -0.330608], [1.855666, -2.686619, -1.424409], [1.202475, -2.141991, -0.024074], [2.845752, -2.622333, 0.031437], [3.167454, -0.456140, -1.750807], [2.994520, -0.147537, -0.008018], [1.033637, -3.020443, 5.308502], [2.041014, -2.853855, 4.126482], [2.767374, -1.677934, 4.694207], [3.122148, -0.692357, 3.922105], [2.819794, -0.579789, 2.751856], [3.995253, 0.247073, 4.742874], [3.158614, 1.006209, 5.565158], [4.909613, -0.296384, 5.434999], [4.508150, 1.245074, 3.914839], [0.483263, -3.964709, 5.521530], [0.117829, -2.376957, 5.218936], [1.426807, -2.728400, 6.522653], [1.413354, -2.542177, 3.000860], [2.776864, -3.567893, 3.869021], [0.396828, 5.974457, 0.674016], [-0.633210, 7.180845, 0.525677], [-0.330705, 7.871939, -0.690920], [-0.655465, 9.164358, -0.855364], [-1.437517, 9.841024, -0.184013], [-0.095127, 9.615500, -2.271287], [-0.497719, 8.835923, -3.299260], [-0.554582, 10.823375, -2.501219], [1.231862, 9.555343, -2.273111], [0.337220, 5.640529, 1.718973], [1.292125, 6.409116, 0.302651], [0.370276, 5.204876, 0.004025], [-0.431928, 7.783215, 1.167105], [-1.682766, 6.809654, 0.609567], [-1.185350, -5.309720, 0.304929], [-2.358556, -5.664998, 1.070700], [-3.244787, -4.613354, 1.284519], [-4.574976, -4.739506, 1.766151], [-4.969320, -5.775103, 2.136157], [-5.334038, -3.370717, 2.130061], [-4.523232, -2.696043, 2.922106], [-5.530768, -2.730294, 0.963890], [-6.509712, -3.779684, 2.654376], [-0.327111, -5.920918, 0.787234], [-0.621514, -4.435748, 0.596115], [-1.465704, -5.133697, -0.722008], [-2.154956, -5.984888, 1.945861], [-2.818058, -6.576405, 0.533906], [5.242593, -3.648769, 1.631779], [5.258916, -4.747030, 0.496031], [4.051066, -4.723764, -0.309036], [3.895852, -5.658460, -1.248154], [4.687602, -6.680905, -1.227369], [2.792695, -5.477428, -2.096114], [1.605638, -5.814498, -1.448697], [2.786606, -4.306014, -2.721717], [2.986113, -6.456314, -3.114683], [6.284177, -3.352255, 1.822191], [4.687176, -3.787434, 2.486631], [4.825148, -2.748505, 1.390900], [5.537913, -5.576319, 1.153962], [6.127947, -4.803097, -0.306058], [4.483007, 3.615535, -5.944827], [4.313952, 2.322780, -5.148663], [3.033834, 1.767971, -5.289055], [2.812400, 0.533231, -4.809207], [3.776454, -0.220132, -4.493521], [1.470297, 0.113819, -5.092985], [1.228658, -0.310197, -6.368213], [1.166291, -0.841749, -4.250094], [0.606941, 1.183562, -4.845609], [3.585554, 4.316435, -5.843203], [4.412033, 3.327765, -7.076005], [5.323851, 4.214519, -5.786856], [4.451584, 2.216628, -4.079616], [5.050875, 1.494704, -5.470475], [-1.108036, -1.053370, 1.822038], [-0.549075, 0.358792, 1.931493], [-1.047590, 0.696624, 3.251421], [-1.082996, 2.074007, 3.552505], [-0.426019, 2.925491, 2.949040], [-1.712810, 2.304442, 4.915146], [-0.725477, 2.407708, 5.854911], [-2.466439, 3.396452, 4.810085], [-2.515078, 1.259946, 5.079548], [-2.053964, -1.062963, 2.118717], [-0.529115, -1.733250, 2.485987], [-1.116548, -1.752138, 0.919275], [-1.233156, 0.828789, 1.273604], [0.566355, 0.628096, 1.595449], [-5.540601, 2.170061, 3.702510], [-4.698306, 1.654854, 2.439183], [-4.422203, 2.790312, 1.636769], [-3.736347, 2.566586, 0.466948], [-3.431025, 1.501205, -0.048289], [-3.297538, 3.946331, -0.142737], [-3.132151, 4.819265, 0.848535], [-2.225729, 3.825039, -0.869494], [-4.217459, 4.382956, -0.935172], [-6.532489, 2.496168, 3.363279], [-5.243918, 3.240222, 3.936547], [-5.719704, 1.606105, 4.442170], [-5.319247, 0.826477, 1.998226], [-3.883064, 1.090295, 2.623269], [-3.236611, -3.169010, -1.801588], [-3.109146, -1.661594, -2.244241], [-3.152557, -1.518557, -3.600313], [-1.992716, -1.898745, -4.286658], [-0.906771, -2.378378, -3.850633], [-2.175955, -1.497610, -5.772443], [-1.814989, -0.267003, -6.116646], [-1.372460, -2.377486, -6.565926], [-3.456209, -1.573566, -6.264734], [-3.196522, -3.286154, -0.696505], [-2.547391, -3.719166, -2.433463], [-4.235834, -3.578165, -2.167555], [-2.351865, -1.075102, -1.765343], [-4.044644, -1.213806, -1.794217]],
  "forces_ev_per_a": [[4.503, -1.783, -1.706], [-1.578, -0.854, -0.887], [1.030, 1.521, -0.636], [-0.828, -0.614, 0.579], [-1.126, -1.410, 0.374], [-0.303, 1.507, -1.413], [-0.097, 0.041, -0.191], [0.677, -0.367, 0.336], [0.429, -0.622, 0.636], [0.347, 1.048, 0.104], [-3.002, 0.601, 2.197], [-1.047, 1.188, -0.872], [0.058, -0.569, 0.407], [1.053, 0.220, 1.108], [-1.143, -0.030, 3.429], [-3.474, 3.081, -0.810], [0.020, -1.150, -0.369], [-0.487, -0.742, -1.975], [0.658, 0.506, 1.115], [-2.080, 4.980, -1.461], [0.669, -1.402, -0.330], [1.389, -0.905, 0.882], [0.013, -1.818, 0.753], [1.087, -0.065, -0.809], [1.230, 0.100, -0.398], [-0.506, -0.793, -4.037], [2.053, -0.788, 3.671], [0.525, -0.984, 0.235], [-1.347, 3.226, 1.070], [-1.863, -8.610, -6.816], [0.021, 0.857, -0.967], [-2.552, -0.253, 0.403], [2.499, -1.622, -1.459], [-0.675, -0.851, 0.630], [-0.179, 0.004, 0.666], [0.383, 0.745, -0.233], [0.356, 0.523, 0.078], [0.571, 0.041, -0.430], [1.504, 0.647, 0.880], [-1.391, -2.251, -1.591], [1.997, 6.995, 8.272], [0.689, 0.645, -0.478], [2.890, 0.639, 1.026], [-3.167, -1.275, -4.616], [-3.491, 3.366, -0.278], [3.593, 0.498, 0.325], [-1.351, -1.695, 0.182], [1.078, -3.415, -2.324], [-0.970, 0.709, 0.471], [-0.379, 0.656, 0.839], [1.153, 1.581, 0.017], [-1.301, -0.513, -2.273], [-0.805, 1.421, 0.408], [0.965, -0.898, -0.631], [1.808, -2.505, 6.222], [0.059, 1.437, 0.708], [2.399, -0.392, -3.031], [2.155, 0.505, 0.087], [-0.557, 0.000, 0.216], [8.001, -4.772, 5.392], [-3.789, 4.410, -0.903], [-3.170, -2.679, -4.626], [1.719, 1.261, -1.158], [-0.723, -0.385, 0.722], [-1.048, 1.803, 1.536], [-0.231, -0.575, 0.384], [-0.820, -1.798, 2.131], [-1.092, 2.615, -1.779], [-1.217, -1.118, -0.928], [-1.500, 0.969, 1.864], [-3.736, -0.758, -2.217], [2.584, -2.094, 0.090], [-2.327, -0.627, -0.099], [7.909, 0.087, -1.465], [-3.831, 2.081, -0.091], [-4.205, 0.322, -0.386], [0.660, 0.543, 1.373], [-0.437, -0.661, 0.178], [0.814, -1.363, -0.408], [1.047, -1.024, 0.287], [0.438, 0.477, 1.958], [1.564, 0.363, 0.516], [0.529, 1.401, 0.501], [-0.835, 1.395, -0.112], [5.215, -3.114, -1.177], [0.316, -0.475, -1.492], [0.491, 3.059, 0.530], [4.388, -0.509, -2.211], [-2.429, -2.049, 1.278], [0.373, -0.230, -1.557], [-1.796, -0.076, -0.696], [0.308, 0.228, 1.038], [-0.296, -0.066, 1.734], [-4.079, 0.191, 1.505], [-0.457, 0.424, 0.227], [0.410, 1.923, 0.187], [-0.072, 1.478, -0.982], [-2.439, -0.811, 1.507], [1.417, 6.527, -7.270], [-4.841, 0.012, 1.292], [0.845, -0.671, -1.922], [0.408, -1.170, 0.309], [-0.876, 1.980, 1.404], [-0.342, -1.381, 1.319], [0.489, 0.386, 0.086], [1.252, -0.061, -0.102], [-2.124, 0.920, -1.189], [-0.136, -0.735, -0.585], [0.648, -1.532, 0.469], [-0.436, -4.468, 5.612], [0.045, 1.298, -0.603], [3.418, -1.053, 1.189], [-1.101, 0.685, -1.097], [-2.724, -1.224, 3.917], [2.646, -0.590, -3.317], [2.206, -0.418, 2.255], [-5.285, 2.013, -1.601], [0.044, -1.294, -3.503], [0.639, -0.123, 1.057], [-1.646, 1.547, 1.747], [1.226, -0.762, 1.184], [0.393, -0.078, -0.962], [0.647, -0.444, 0.747], [0.928, 0.804, 0.637], [1.106, -0.097, -0.007], [0.757, -0.032, -1.025]],
  "mulliken_charge": [0.498, -0.708, 0.447, -0.083, -0.576, 0.782, -0.325, -0.165, -0.094, 0.042, -0.298, -0.329, 0.380, 0.470, -1.047, 0.360, -0.350, 0.412, -0.514, 0.917, -0.268, -0.198, -0.243, 0.410, 0.187, 0.240, -0.177, 0.317, -0.975, -0.536, -0.229, 0.248, -0.543, 0.942, -0.251, -0.227, -0.243, 0.345, 0.479, 0.084, 0.689, 0.211, -0.567, -0.627, -0.119, 0.178, -0.470, 0.862, -0.175, -0.207, -0.239, 0.342, -0.017, 0.246, 0.537, 0.318, -1.261, -0.231, -0.041, 0.058, -0.570, 1.079, -0.211, -0.167, -0.292, 0.391, 0.311, 0.299, 0.292, 0.363, -1.180, -0.131, -0.234, 0.022, -0.656, 1.340, -0.280, -0.121, -0.274, 0.266, 0.257, 0.421, 0.311, 0.281, -1.405, 1.490, -0.462, 0.355, -0.498, 0.770, -0.221, -0.223, -0.213, 0.862, -0.275, -0.049, -0.589, 0.271, -1.752, 0.524, -0.251, 0.407, -0.537, 0.901, -0.263, -0.141, -0.289, 0.468, 0.275, 0.582, 0.233, -0.169, -0.553, 0.187, -0.356, 0.430, -0.482, 0.718, -0.216, -0.266, -0.249, -0.206, 0.434, 0.292, -0.056, 0.334],
  "smiles": "CCOC(=O)C(F)(F)F.CCOC(=O)C(F)(F)F.CCOC(=O)C(F)(F)F.CCOC(=O)C(F)(F)F.CCOC(=O)C(F)(F)F.CCOC(=O)C(F)(F)F.CCOC(=O)C(F)(F)F.CCOC(=O)C(F)(F)F.CCOC(=O)C(F)(F)F",
  "lumo_energy_ev": -0.1,
  "energy_ev": -148278.6126,
  "homo_ha": -0.4056,
  "de_lowest_kcal_mol": 326.6,
  "gap_ev": 10.9
}